# 1
{"formula": "C10H40N3NiO19", "method": "the ωB97M-V functional and the def2-TZVPD basis", "species": ["Ni", "N", "O", "O", "O", "N", "O", "O", "O", "N", "O", "O", "O", "C", "O", "H", "H", "H", "H", "C", "O", "H", "H", "H", "H", "C", "O", "H", "H", "H", "H", "C", "O", "H", "H", "H", "H", "C", "O", "H", "H", "H", "H", "C", "O", "H", "H", "H", "H", "C", "O", "H", "H", "H", "H", "C", "O", "H", "H", "H", "H", "C", "O", "H", "H", "H", "H", "C", "O", "H", "H", "H", "H"], "xyz": [[-2.8353, -2.1589, 17.4295], [-4.8999, -0.2335, 19.1288], [-5.0836, 0.7726, 18.5286], [-5.1856, -0.2983, 20.3244], [-4.3185, -1.1961, 18.6338], [-0.3881, -2.7926, 15.4934], [-0.2687, -1.6997, 14.9910], [-1.2775, -2.9926, 16.2356], [0.4020, -3.6488, 15.1805], [2.4102, -1.0701, 17.7917], [1.4234, -1.4140, 18.3509], [2.5793, -1.3359, 16.5843], [3.2313, -0.3581, 18.3523], [-2.1627, -6.3298, 15.1529], [-2.2010, -7.4296, 14.2786], [-2.7780, -5.5323, 14.7362], [-2.4200, -6.5766, 16.1830], [-1.1700, -5.9032, 15.2972], [-2.1032, -7.1334, 13.3707], [-4.3613, -4.7004, 18.8043], [-3.1022, -4.1252, 18.3873], [-4.2573, -5.0602, 19.8280], [-5.0761, -3.8829, 18.7106], [-4.7168, -5.5010, 18.1557], [-2.3772, -4.7044, 18.6334], [0.4735, -5.0419, 18.3873], [-0.6938, -5.2149, 19.1142], [0.4567, -5.6025, 17.4526], [0.7663, -4.0074, 18.2076], [1.3359, -5.4200, 18.9362], [-0.6636, -6.0476, 19.5910], [-3.2820, 2.3476, 14.2507], [-3.4097, 0.9375, 14.1613], [-3.5401, 2.7444, 15.2326], [-2.2523, 2.5069, 13.9307], [-3.9469, 2.8352, 13.5378], [-3.3281, 0.6483, 13.2495], [-6.9127, -5.2987, 15.8778], [-6.6278, -3.9575, 15.9478], [-6.0290, -5.9185, 15.7263], [-7.4365, -5.6322, 16.7736], [-7.4854, -5.4272, 14.9593], [-7.4332, -3.4908, 15.7129], [-2.8762, 2.4162, 20.1891], [-4.1350, 2.5259, 20.8050], [-2.9951, 2.4554, 19.1063], [-2.3779, 3.3339, 20.5017], [-2.3191, 1.5037, 20.4014], [-4.6867, 1.8906, 20.3427], [-1.7235, 0.8425, 16.9726], [-2.5957, -0.2212, 16.6216], [-1.1758, 0.5989, 17.8830], [-0.9919, 0.9706, 16.1748], [-2.1715, 1.8200, 17.1511], [-2.8601, 0.1288, 15.7676], [-4.4215, -2.1221, 14.7964], [-4.2762, -2.7649, 16.0392], [-4.6784, -2.7923, 13.9761], [-5.1391, -1.3046, 14.8661], [-3.4824, -1.6670, 14.4816], [-5.0634, -3.3068, 16.1305], [-1.4216, -1.6569, 20.2355], [-1.2321, -1.7183, 18.8305], [-1.3331, -2.6071, 20.7623], [-0.6637, -0.9931, 20.6515], [-2.4014, -1.2214, 20.4316], [-0.2884, -1.7086, 18.6548], [-1.2193, -3.3009, 12.3123], [0.1150, -2.9960, 11.8998], [-1.8722, -3.3748, 11.4426], [-1.2749, -4.2036, 12.9207], [-1.6684, -2.4519, 12.8276], [0.1164, -2.9735, 10.9401]], "atomic_forces_ev_per_a": [[1.1, 0.5, 0.0], [0.7, -0.5, 2.9], [-0.7, 2.9, -2.6], [-0.6, -0.3, 1.1], [1.0, -3.0, -1.5], [4.4, 2.2, -4.1], [-0.3, 2.9, -1.0], [-6.2, -2.5, 5.5], [1.0, -2.8, 0.1], [3.2, 1.8, -4.0], [-4.6, -2.1, 3.0], [-0.1, -0.6, -0.1], [1.3, 0.8, 1.4], [0.6, 1.1, 0.0], [-0.1, -1.0, 0.1], [-0.3, 0.2, 0.5], [-0.7, -0.5, -0.3], [0.3, 0.1, -0.5], [0.1, 0.2, 0.2], [0.5, 0.9, -0.3], [-1.4, 0.3, -0.4], [-0.3, 0.1, 0.0], [-0.1, -0.1, 0.5], [0.3, -0.2, -0.2], [1.0, -0.1, 0.0], [2.3, -0.4, -0.8], [-1.6, 0.1, 0.9], [-0.2, 0.3, -0.2], [-0.8, 0.2, -0.1], [0.1, -0.2, 0.3], [0.1, 0.0, -0.1], [0.4, 0.0, -1.3], [-0.9, -0.6, 0.8], [0.3, -0.5, 0.1], [0.1, 1.0, 0.5], [-0.1, 0.1, -0.1], [0.2, 0.1, 0.0], [-0.5, -1.7, -0.8], [0.5, 1.7, 0.3], [0.3, 0.3, 0.3], [-0.2, -0.2, -0.1], [-0.5, -0.7, 0.2], [0.2, 0.4, 0.1], [-0.2, 1.0, -0.4], [-0.1, -0.3, 0.2], [0.1, 0.1, -0.2], [0.7, -0.3, 0.0], [0.1, 0.0, 0.4], [-0.6, -0.3, 0.1], [1.7, 0.1, 0.8], [-0.1, 0.8, 0.2], [-0.1, -0.2, -0.1], [0.2, -0.1, 0.0], [-0.8, -0.2, -0.1], [-0.8, -0.9, -0.8], [0.4, 1.0, -0.8], [0.9, 0.1, -0.2], [-0.3, -0.3, 0.2], [-0.2, 0.0, 0.0], [0.2, -0.1, 0.4], [-0.5, -0.3, 0.6], [0.0, 0.7, 0.4], [-1.5, -0.5, 0.1], [0.0, -0.3, -0.4], [0.0, 0.1, 0.1], [0.0, -0.1, 0.0], [1.0, 0.0, -0.8], [-0.2, 0.7, -0.6], [-0.4, -0.2, 0.1], [-0.1, -0.6, -0.3], [0.2, 0.1, 0.0], [0.4, 0.0, 0.6], [0.1, 0.0, 0.1]], "lowdin_spin": [1.834, 0.003, 0.000, 0.003, 0.017, 0.003, -0.001, 0.028, 0.005, 0.000, 0.000, 0.000, 0.000, 0.000, 0.000, 0.000, 0.000, 0.000, 0.000, 0.002, 0.020, 0.000, 0.000, 0.000, 0.001, 0.000, 0.000, 0.000, 0.000, 0.000, 0.000, 0.000, 0.000, 0.000, 0.000, 0.000, 0.000, 0.000, 0.001, 0.000, 0.000, 0.000, 0.000, 0.000, 0.000, 0.000, 0.000, 0.000, 0.000, 0.003, 0.024, 0.000, 0.000, 0.001, 0.001, 0.001, 0.022, 0.001, 0.000, 0.000, 0.001, 0.002, 0.025, 0.000, 0.001, 0.000, 0.001, 0.000, 0.000, 0.000, 0.000, 0.000, 0.000], "gap_ev": 6.07, "total_charge": -1, "multiplicity": 3, "energy_ha": -3506.69225, "max_force_ev_per_a": 8.661, "homo_energy_ev": -4.5}

# 2
{"formula": "C2HCl3S", "method": "the ωB97M-V functional and the def2-TZVPD basis", "species": ["C", "C", "H", "S", "Cl", "Cl", "Cl"], "xyz": [[0.4271, 0.3637, 0.1126], [-0.7609, -0.5515, -0.2002], [-0.3246, -1.4767, -0.5795], [-2.3142, -0.0758, -0.0856], [0.0924, 2.1041, 0.3831], [1.7288, 0.0692, -1.1160], [1.1514, -0.4329, 1.4857]], "atomic_forces_ev_per_a": [[0.5, -0.1, -0.4], [-0.9, 1.7, -0.5], [-0.7, -0.3, 0.2], [1.5, -0.9, -0.1], [0.2, -1.2, -0.3], [-0.7, 0.8, -0.6], [0.0, 0.0, 1.7]], "lowdin_charge": [-1.644, -0.810, 0.044, 0.715, 0.560, 0.536, 0.600], "e_above_lowest_kcal_mol": 6.67, "gap_ev": 8.44, "total_charge": 0, "energy_ha": -1855.52453, "max_force_ev_per_a": 1.996, "homo_energy_ev": -9.6}

# 3
{"formula": "C4H5AgO5", "method": "the ωB97M-V functional and the def2-TZVPD basis", "species": ["O", "C", "O", "O", "Ag", "C", "C", "H", "H", "H", "H", "O", "C", "O", "H"], "xyz": [[-2.1400, -0.6000, 1.4956], [-1.9246, 0.6007, 1.3243], [-1.8524, 1.5315, 2.1224], [-1.7384, 0.9882, -0.0652], [-2.5714, -0.0558, 3.7967], [-0.5775, 1.1602, -0.6381], [0.7114, 1.1073, -0.0192], [-0.6558, 1.3844, -1.7039], [0.7793, 0.8711, 1.0435], [1.3977, 1.8962, -0.3314], [0.6358, -1.4161, -1.7875], [1.9795, -0.4692, -0.5902], [1.6398, -1.3841, -1.3352], [2.3656, -2.4609, -1.3882], [1.9510, -3.1535, -1.9237]], "atomic_forces_ev_per_a": [[0.0, 0.2, -0.2], [0.5, -0.2, 0.7], [-0.1, 0.0, 0.0], [0.7, -0.4, -1.0], [0.0, 0.0, -0.1], [0.5, 0.0, 0.6], [-1.5, 1.1, 0.5], [-0.1, 0.1, 0.3], [0.0, -0.2, -0.3], [0.2, -0.7, -0.4], [0.3, 0.1, -0.4], [-0.1, -0.3, -0.9], [-0.7, 0.6, 1.9], [0.3, -0.3, -0.5], [0.1, 0.0, -0.1]], "lowdin_spin": [0.008, 0.001, 0.006, 0.203, 0.000, 0.243, 0.343, 0.008, 0.008, 0.010, 0.001, 0.152, 0.012, 0.003, 0.002], "e_above_lowest_kcal_mol": 4.62, "gap_ev": [8.58, 8.11], "total_charge": 1, "multiplicity": 2, "energy_ha": -678.23738, "max_force_ev_per_a": 2.089, "homo_energy_ev": [-13.2, -14.0]}

# 4
{"formula": "C12H30ClLiN2O4", "method": "the ωB97M-V functional and the def2-TZVPD basis", "species": ["Li", "Cl", "C", "O", "C", "C", "N", "C", "C", "O", "C", "H", "H", "H", "H", "H", "H", "H", "H", "H", "H", "H", "H", "H", "H", "H", "C", "O", "C", "C", "N", "C", "C", "O", "C", "H", "H", "H", "H", "H", "H", "H", "H", "H", "H", "H", "H", "H", "H", "H"], "xyz": [[-0.2939, 3.6649, 2.7959], [0.8566, 1.9227, 1.7660], [-4.6401, 3.0939, -0.9321], [-3.2420, 3.1255, -0.6014], [-2.2323, 2.3345, -1.2135], [-2.4734, 0.8635, -0.7159], [-2.2040, 0.7341, 0.7658], [-2.6248, -0.6650, 1.1960], [-2.5914, -0.8148, 2.7058], [-2.9184, -2.1213, 3.0609], [-2.6151, -2.5919, 4.3797], [-4.8613, 3.4620, -1.9340], [-5.1131, 3.8315, -0.2838], [-5.0202, 2.0724, -0.9215], [-1.2222, 2.6125, -0.9128], [-2.0503, 2.2866, -2.2872], [-1.7822, 0.3055, -1.3475], [-3.4949, 0.6749, -1.0461], [-1.2267, 0.9008, 0.9584], [-2.0585, -1.3585, 0.5743], [-3.6419, -0.8326, 0.8418], [-3.2108, -0.0282, 3.1366], [-1.5488, -0.6400, 2.9714], [-1.5989, -2.9733, 4.4795], [-3.2735, -3.3736, 4.7586], [-2.7262, -1.8052, 5.1260], [1.4513, 0.9797, -3.6467], [2.2386, -0.1803, -3.3889], [1.5559, -1.4621, -3.0803], [1.2547, -1.4596, -1.6026], [2.4864, -1.6686, -0.8868], [2.4414, -1.2922, 0.5270], [3.8594, -0.9808, 1.0289], [4.6095, -0.3283, -0.0256], [5.9635, 0.0964, 0.2071], [1.3236, 0.9832, -4.7292], [1.9945, 1.8235, -3.2213], [0.4876, 0.8465, -3.1551], [2.1908, -2.2970, -3.3769], [0.6966, -1.6319, -3.7291], [0.4487, -2.0835, -1.2163], [0.7900, -0.5137, -1.3245], [3.2608, -1.1615, -1.2908], [2.0643, -2.0895, 1.1675], [1.8499, -0.3855, 0.6538], [4.3366, -1.9317, 1.2659], [3.6229, -0.3779, 1.9057], [6.2516, 0.2248, -0.8363], [6.5655, -0.7420, 0.5573], [6.0640, 0.9512, 0.8759]], "atomic_forces_ev_per_a": [[0.4, -0.8, -0.5], [-0.3, 0.5, 0.3], [1.1, -0.1, -0.9], [0.7, 1.3, -0.4], [-0.7, -2.1, 1.3], [1.3, 2.0, 0.4], [-2.1, -1.4, -1.3], [-0.2, 1.5, -1.1], [1.6, 0.0, -0.5], [-0.9, -1.4, 0.4], [0.1, 0.9, 0.3], [0.4, 0.1, -0.4], [-0.1, -0.6, 0.4], [-0.4, 0.1, 0.6], [-0.2, 0.7, 0.9], [-1.3, 0.5, -0.6], [0.1, -0.9, 0.0], [0.0, -0.7, 0.7], [0.2, -0.1, -0.1], [0.5, -0.7, 0.7], [-0.2, 0.3, 0.1], [-0.2, -0.1, 0.3], [0.3, 0.4, 0.5], [0.2, 0.0, -0.4], [-0.3, -0.1, -0.9], [0.1, 0.4, -0.1], [-0.2, -1.3, 0.1], [0.4, -2.4, 0.8], [0.1, 1.6, -1.2], [-0.2, -1.0, -0.6], [-2.3, 2.7, 1.7], [1.9, -0.8, 0.0], [0.2, 0.0, -0.9], [-1.6, -0.3, 1.2], [-0.4, -1.2, -0.8], [-0.2, 0.7, 0.1], [-0.2, 0.1, -0.3], [-0.3, 0.4, 0.0], [0.5, 0.3, 0.3], [-0.4, 0.5, 0.3], [0.2, -0.9, -0.2], [0.5, 0.7, 0.2], [1.3, -0.3, -0.9], [-0.5, 0.0, -0.2], [-0.6, 0.1, -0.3], [0.3, 0.1, 0.4], [0.8, 0.2, 0.2], [0.6, 0.8, 0.4], [0.0, -0.1, 0.4], [-0.2, 0.1, -0.3]], "lowdin_spin": [0.001, 0.013, 0.000, 0.000, 0.000, 0.001, 0.000, 0.000, 0.000, 0.000, 0.000, 0.000, 0.000, 0.000, 0.000, 0.000, 0.000, 0.000, 0.000, 0.000, 0.000, 0.000, 0.000, 0.000, 0.000, 0.000, 0.003, 0.006, 0.003, 0.086, 0.669, 0.076, 0.002, 0.007, 0.000, 0.001, 0.000, 0.001, 0.000, 0.000, 0.017, 0.041, 0.019, 0.019, 0.033, 0.002, 0.001, 0.000, 0.000, 0.000], "e_above_lowest_kcal_mol": 3.40, "gap_ev": [7.96, 3.91], "total_charge": 1, "multiplicity": 2, "energy_ha": -1353.01768, "max_force_ev_per_a": 3.937, "homo_energy_ev": [-11.0, -11.0]}